C29H45IrN4O5S2 | wB97M-V/def2-TZVPD

## Properties
Energy, eV: -71500.11955
Spin multiplicity: 6
Total charge: +1

Atoms and positions in Å:
1 Ir -0.102 0.289 0.052
2 S -1.448 3.376 -0.718
3 S -1.343 -1.785 1.964
4 O 1.878 -3.118 1.510
5 O -2.758 -1.418 2.197
6 O 1.463 1.053 -1.536
7 O -1.239 2.002 -1.307
8 O 1.473 -0.966 1.032
9 N 3.682 2.980 -3.339
10 N 0.317 -1.554 -1.325
11 N 2.542 2.199 -3.237
12 N -1.048 1.227 1.519
13 C 0.638 1.243 -4.417
14 C -2.195 -1.165 5.274
15 C -0.379 -1.522 3.495
16 C 5.580 3.699 -1.932
17 C -3.692 -4.337 1.343
18 C -0.392 1.370 -5.334
19 C -3.793 1.613 0.747
20 C -3.231 2.092 2.046
21 C -3.470 3.163 4.200
22 C 0.175 2.140 3.912
23 C 0.201 4.029 -0.305
24 C -4.001 2.733 2.984
25 C 3.517 2.319 -1.221
26 C -1.827 1.848 2.351
27 C 1.315 3.506 -4.884
28 C -0.560 2.549 -6.044
29 C -2.608 -4.246 2.415
30 C 4.282 3.003 -2.121
31 C -1.016 -2.015 4.792
32 C -1.316 -3.633 1.888
33 C -1.284 2.336 3.604
34 C -1.709 4.424 -2.173
35 C 1.499 2.311 -4.192
36 C 2.412 1.763 -1.924
37 C -2.119 2.972 4.489
38 C 1.527 -2.214 0.767
39 C 4.418 3.034 -4.595
40 C 0.295 3.615 -5.816
41 C 1.077 -2.622 -0.672
42 H 0.737 4.318 -1.207
43 H -3.941 -3.344 0.971
44 H 5.542 4.706 -2.347
45 H -2.721 4.250 -2.532
46 H -0.475 -1.896 -1.853
47 H -1.718 3.333 5.429
48 H -4.599 -4.779 1.756
49 H -1.182 -3.886 0.835
50 H -2.570 -1.534 6.229
51 H -1.317 -3.060 4.693
52 H -2.379 -5.244 2.791
53 H 4.772 4.046 -4.780
54 H -0.196 -0.447 3.526
55 H 0.482 -3.525 -0.573
56 H -3.145 1.876 -0.089
57 H 5.819 3.760 -0.874
58 H 5.272 2.354 -4.575
59 H -2.990 -3.658 3.250
60 H 0.167 4.541 -6.361
61 H 0.774 0.324 -3.872
62 H 1.954 4.357 -4.685
63 H -1.883 -0.127 5.410
64 H -1.063 0.538 -5.502
65 H 0.673 1.576 3.126
66 H -3.843 0.524 0.783
67 H 1.991 -2.873 -1.210
68 H 3.764 2.738 -5.409
69 H -5.046 2.915 2.768
70 H -0.234 -1.991 5.554
71 H 0.910 -1.008 -1.943
72 H -1.590 5.468 -1.886
73 H 0.078 4.878 0.366
74 H 0.669 3.109 4.013
75 H -3.360 -4.957 0.508
76 H -0.421 -3.940 2.427
77 H -0.986 4.132 -2.934
78 H -4.793 2.006 0.573
79 H 6.387 3.160 -2.434
80 H 0.729 3.228 0.206
81 H 0.567 -2.023 3.283
82 H -4.110 3.652 4.921
83 H 0.304 1.613 4.859
84 H -1.355 2.634 -6.773
85 H -3.009 -1.177 4.555
86 H 3.709 2.182 -0.171

***

C29H46BaBrN3P2S | wB97M-V/def2-TZVPD

## Properties
Energy, eV: -135424.05583
Spin multiplicity: 1
Total charge: +2

Atoms and positions in Å:
1 Ba 0.856 2.913 0.334
2 Br 0.850 -2.074 0.719
3 S -1.492 2.939 2.288
4 P 4.078 1.370 0.202
5 P -1.576 -3.360 -0.706
6 N -4.975 4.658 -1.963
7 N -0.377 0.757 3.565
8 N 0.910 2.496 3.564
9 C -4.247 5.154 -0.966
10 C -0.017 -0.043 -2.361
11 C 4.171 -0.971 -1.351
12 C 3.564 0.486 1.722
13 C -0.863 -1.660 -0.755
14 C -2.905 4.808 -0.767
15 C 3.705 3.155 0.145
16 C -0.664 1.022 -1.670
17 C 3.266 0.236 -1.003
18 C -2.297 3.877 -1.648
19 C 4.568 -0.558 2.232
20 C -1.941 -3.684 1.037
21 C -1.555 -5.068 1.542
22 C 0.766 0.424 4.273
23 C -0.320 2.037 3.123
24 C 4.938 4.071 0.045
25 C 1.553 1.529 4.316
26 C -0.294 -4.652 -2.912
27 C -0.871 3.568 -1.533
28 C -0.291 -4.426 -1.393
29 C -1.650 0.669 -0.698
30 C -4.428 3.786 -2.803
31 C -3.087 -3.374 -1.694
32 C -0.275 2.378 -1.978
33 C -0.173 -1.339 -1.985
34 C -4.423 -3.034 -1.023
35 C -3.106 3.344 -2.681
36 C -1.822 -0.655 -0.324
37 C -1.540 -0.113 3.398
38 H -5.059 3.413 -3.616
39 H -0.243 4.476 -1.422
40 H 4.072 -1.224 2.950
41 H -0.391 -5.387 -0.865
42 H 4.982 -1.191 1.437
43 H -3.122 -4.404 -2.086
44 H -1.649 -0.740 4.293
45 H 0.678 -5.076 -3.203
46 H -2.428 0.512 3.263
47 H -1.374 -2.931 1.607
48 H 2.621 -0.039 1.483
49 H -0.436 -3.731 -3.490
50 H -4.526 -1.965 -0.794
51 H 4.638 5.115 0.202
52 H -0.480 -5.241 1.438
53 H 2.337 -0.161 -0.544
54 H -4.572 -3.610 -0.105
55 H -1.804 -5.137 2.606
56 H 0.371 -2.137 -2.488
57 H -4.738 5.867 -0.290
58 H -2.904 -2.703 -2.550
59 H 0.918 -0.560 4.673
60 H 5.408 -0.084 2.754
61 H -2.360 5.223 0.088
62 H 3.087 3.335 -0.761
63 H 0.663 0.205 -3.182
64 H 3.844 -1.412 -2.303
65 H 5.227 -0.682 -1.458
66 H 0.676 -4.006 -1.065
67 H -2.248 1.456 -0.199
68 H 5.695 3.836 0.797
69 H 3.172 3.435 1.079
70 H -2.709 2.630 -3.397
71 H -2.098 -5.858 1.015
72 H 1.158 3.488 3.536
73 H 2.487 1.717 4.815
74 H -1.406 -0.755 2.517
75 H -3.007 -3.480 1.204
76 H 0.516 2.444 -2.734
77 H 5.410 4.020 -0.938
78 H 3.015 0.815 -1.910
79 H -2.629 -0.941 0.365
80 H 3.368 1.238 2.498
81 H -5.229 -3.296 -1.719
82 H 4.104 -1.768 -0.594
83 H -1.074 -5.371 -3.194

***

C29H46Br13ClN3O2S | wB97M-V/def2-TZVPD

## Properties
Energy, eV: -973284.48762
Spin multiplicity: 1
Total charge: +1

Atoms and positions in Å:
1 Br 1.365 -0.568 -9.823
2 Br 3.523 -5.312 3.347
3 Br 3.100 0.953 8.994
4 Br -2.568 7.842 -2.381
5 Br -0.076 -2.304 -0.944
6 Br -0.623 2.754 11.623
7 Br 2.147 -1.956 2.683
8 Br 4.016 -1.131 -5.236
9 Br 0.401 -2.762 -7.028
10 Br 0.815 -0.382 6.420
11 Br 5.473 -1.404 -8.632
12 Br -4.830 6.496 -4.964
13 Br 1.540 5.211 9.928
14 Cl -1.931 1.014 4.432
15 S -2.935 4.146 -2.491
16 O -3.760 0.992 0.409
17 O -0.771 -6.416 1.619
18 N -3.172 1.333 -2.966
19 N -1.523 -0.096 -1.797
20 N 1.387 1.637 -3.664
21 C -1.442 -0.939 -0.524
22 C -3.885 8.761 -3.484
23 C -2.696 0.496 -1.912
24 C 1.176 3.351 12.072
25 C -0.926 1.236 2.897
26 C 3.511 -4.274 1.700
27 C 5.614 -2.073 -5.845
28 C 1.385 0.751 -4.729
29 C 2.078 -2.302 -9.298
30 C -1.195 -0.095 2.025
31 C 0.549 1.069 7.695
32 C -0.497 -0.824 -4.028
33 C 0.383 1.240 -2.801
34 C -3.606 0.083 -0.664
35 C -3.201 2.561 -2.636
36 C -5.124 7.923 -3.668
37 C -2.961 -1.343 -0.407
38 C -3.483 -2.270 0.764
39 C 1.806 1.882 7.871
40 C -2.405 -3.219 1.429
41 C 0.535 -0.419 -5.010
42 C 0.985 -3.224 -8.829
43 C 3.748 -2.810 1.971
44 C -2.265 -4.631 0.667
45 C -0.782 -5.181 0.855
46 C -0.798 0.108 0.503
47 C 1.342 4.829 11.828
48 C -0.533 0.105 -2.865
49 C 6.353 -1.286 -6.899
50 H 2.837 -2.117 -8.541
51 H -2.535 -4.552 -0.424
52 H 2.560 -4.471 1.207
53 H 7.347 -1.703 -7.059
54 H 2.554 -2.698 -10.195
55 H -2.274 -0.350 2.204
56 H 0.663 -1.020 -5.966
57 H -4.119 9.678 -2.944
58 H -0.360 -5.366 -0.176
59 H -4.627 -0.165 -1.078
60 H -4.273 -2.949 0.307
61 H -0.246 1.680 7.267
62 H 4.548 -2.627 2.685
63 H 3.965 -2.279 1.043
64 H -3.172 -1.902 -1.377
65 H -4.029 -1.631 1.515
66 H 4.320 -4.687 1.097
67 H -1.392 -2.751 1.574
68 H 1.867 2.740 11.493
69 H -0.962 1.191 0.194
70 H 0.501 5.422 12.185
71 H 0.260 1.915 -1.898
72 H 1.351 -4.249 -8.756
73 H 1.588 2.811 8.398
74 H -0.540 -0.901 2.483
75 H 5.291 -3.055 -6.185
76 H 2.306 2.110 6.932
77 H 0.002 -6.356 2.213
78 H 0.154 1.373 3.164
79 H -1.170 -1.710 -4.133
80 H -1.321 2.100 2.297
81 H -2.975 -5.369 1.154
82 H 2.174 0.983 -5.508
83 H 1.296 3.121 13.132
84 H 0.102 -3.204 -9.465
85 H 2.260 5.194 12.289
86 H 6.441 -0.228 -6.661
87 H 0.328 -0.035 0.439
88 H 6.231 -2.186 -4.953
89 H -2.789 -3.483 2.462
90 H -5.934 8.522 -4.084
91 H -0.118 -4.456 1.421
92 H 0.196 0.617 8.620
93 H -5.463 7.450 -2.748
94 H -3.393 9.013 -4.422
95 H -4.681 1.297 0.492

***

C29H46BrCaN3P2 | wB97M-V/def2-TZVPD

## Properties
Energy, eV: -142336.23760
Spin multiplicity: 1
Total charge: +2

Atoms and positions in Å:
1 Br -0.665 0.138 1.948
2 Ca 1.983 -0.221 1.112
3 P -1.278 1.447 -1.099
4 P -3.643 -1.620 4.443
5 N 5.818 -3.731 -6.867
6 N 2.313 2.234 1.325
7 N 3.509 3.800 2.310
8 C -3.634 0.921 5.642
9 C 2.627 -2.249 -3.084
10 C -3.604 0.218 4.283
11 C 2.335 -0.286 -1.561
12 C 0.612 -1.971 -1.745
13 C -2.796 0.506 -0.859
14 C 4.570 -2.702 -4.543
15 C -3.241 -0.265 -2.098
16 C -4.199 -2.150 2.771
17 C 3.814 -3.157 -5.661
18 C -1.881 -2.132 4.480
19 C 6.548 -3.307 -5.838
20 C 0.029 0.219 -0.922
21 C -1.707 -3.406 5.313
22 C -0.996 1.987 -2.800
23 C 3.241 2.482 2.254
24 C -0.264 -1.164 -1.057
25 C 1.891 -1.516 -2.107
26 C 3.964 -2.144 -3.334
27 C 4.486 -3.652 -6.789
28 C -1.578 2.952 -0.099
29 C 1.380 0.638 -1.121
30 C -2.021 4.164 -0.915
31 C 1.936 3.475 0.795
32 C 2.693 4.447 1.382
33 C 5.974 -2.812 -4.651
34 C -5.715 -2.272 2.666
35 C 0.206 2.915 -3.040
36 C 3.925 1.512 3.151
37 H 1.022 2.795 -2.316
38 H -4.279 -0.591 -1.964
39 H -1.306 -1.298 4.911
40 H -2.196 -3.324 6.290
41 H 4.215 4.245 2.889
42 H -1.559 -2.283 3.441
43 H 3.837 0.474 2.767
44 H 2.023 -2.914 -3.712
45 H 2.685 5.500 1.192
46 H 7.629 -3.384 -5.943
47 H -0.085 3.973 -3.068
48 H 4.633 -1.644 -2.629
49 H 1.152 3.581 0.061
50 H -2.722 0.491 3.683
51 H -2.604 -0.171 -0.011
52 H -5.969 -2.747 1.721
53 H -2.841 0.589 6.323
54 H 0.298 -2.959 -2.079
55 H -2.561 4.865 -0.267
56 H 2.726 -3.069 -5.693
57 H -3.726 -3.123 2.578
58 H -3.513 1.999 5.495
59 H 3.491 1.562 4.166
60 H -2.624 -1.154 -2.268
61 H -0.667 3.181 0.461
62 H -2.358 2.703 0.628
63 H -6.212 -1.300 2.689
64 H 3.372 0.022 -1.729
65 H -3.570 1.205 -0.509
66 H 3.948 -4.017 -7.667
67 H -4.521 0.475 3.732
68 H -2.118 -4.285 4.805
69 H -0.830 1.061 -3.375
70 H -3.203 0.350 -3.013
71 H -1.934 2.439 -3.159
72 H -2.698 3.907 -1.744
73 H 0.605 2.639 -4.027
74 H -3.799 -1.416 2.060
75 H 1.709 1.653 -0.880
76 H -1.160 4.700 -1.332
77 H 4.998 1.761 3.196
78 H 6.635 -2.494 -3.846
79 H -6.134 -2.883 3.470
80 H -0.642 -3.586 5.480
81 H -4.600 0.756 6.134
82 H -1.176 -1.585 -0.624

***

C29H46P2PdSe | wB97M-V/def2-TZVPD

## Properties
Energy, eV: -118200.22362
Spin multiplicity: 5
Total charge: +2

Atoms and positions in Å:
1 Pd 1.520 1.537 -1.158
2 Se -2.449 -1.389 1.050
3 P 0.364 -0.128 -2.313
4 P 0.764 -0.310 1.079
5 C -2.275 2.320 0.785
6 C 4.457 -0.050 -2.788
7 C 0.059 1.110 -3.722
8 C 3.011 0.146 -2.722
9 C 0.679 4.256 0.114
10 C -0.068 2.992 0.352
11 C 5.133 -0.294 -1.408
12 C 2.439 -2.296 -3.194
13 C -4.807 -1.518 2.629
14 C 2.502 0.183 1.450
15 C 1.990 -0.766 -3.153
16 C 0.885 -1.067 -0.605
17 C -2.053 1.452 3.199
18 C -1.529 2.131 1.983
19 C -1.886 3.459 -1.459
20 C 0.763 -1.836 2.069
21 C -3.687 1.910 0.579
22 C -5.772 -2.189 3.365
23 C 3.422 -2.892 -2.156
24 C 3.553 -2.204 -0.832
25 C 4.353 -1.162 -0.508
26 C -3.781 -2.240 1.968
27 C -0.207 2.560 1.755
28 C -4.752 -4.319 2.785
29 C -1.426 2.879 -0.181
30 C -3.781 -3.658 2.046
31 C -5.753 -3.589 3.451
32 C -1.303 -0.827 -2.353
33 C 0.793 2.664 2.837
34 H -3.003 -4.206 1.525
35 H -1.041 3.824 -2.054
36 H 4.700 -1.085 0.533
37 H -3.705 0.831 0.325
38 H -6.552 -1.618 3.871
39 H -6.508 -4.113 4.035
40 H 2.744 1.210 -2.442
41 H -2.569 4.310 -1.293
42 H 1.710 3.130 2.474
43 H 3.129 -0.695 1.660
44 H 2.948 -2.360 -4.165
45 H 5.264 0.666 -0.873
46 H -1.954 -0.049 -2.781
47 H 0.162 5.098 0.600
48 H -4.739 -5.411 2.844
49 H 1.696 4.228 0.511
50 H 2.493 0.782 2.377
51 H 4.873 0.911 -3.126
52 H -1.315 -1.759 -2.924
53 H -1.415 1.646 4.079
54 H -4.804 -0.438 2.545
55 H 1.219 -1.596 3.038
56 H 2.973 0.807 0.680
57 H 0.756 4.487 -0.948
58 H 1.969 -1.136 -0.821
59 H -0.776 1.765 -3.465
60 H -4.168 2.475 -0.238
61 H 1.635 -0.629 -4.212
62 H 1.322 -2.631 1.548
63 H -4.290 2.025 1.491
64 H 0.411 3.277 3.672
65 H -0.201 0.542 -4.626
66 H 4.410 -3.041 -2.639
67 H 1.024 1.686 3.279
68 H 0.949 1.720 -3.924
69 H 4.781 -0.819 -3.496
70 H -1.610 -1.000 -1.306
71 H -2.457 2.727 -2.044
72 H -2.069 0.357 2.998
73 H 6.145 -0.729 -1.531
74 H 0.429 -2.075 -0.590
75 H 1.538 -2.929 -3.256
76 H -0.286 -2.134 2.233
77 H 3.043 -3.912 -1.957
78 H 3.070 -2.748 -0.003
79 H -3.091 1.743 3.453